58
Properties=species:S:1:pos:R:3:forces:R:3 method="wB97M-V/def2-TZVPD" s_squared=6.0279 homo_lumo_gap_ha="0.28273 / 0.28704" e_lumo_ev="-0.64 / -0.71" multiplicity=5
C 4.45273 -1.72599 -0.77507 0.0 0.0 0.0
C 1.98119 -0.40222 0.60713 0.0 0.1 0.1
H 4.67110 -2.32258 0.11453 0.0 0.0 0.0
N 0.76340 4.01795 3.87968 -0.1 0.0 0.0
H 1.28776 -0.00116 -2.52144 0.0 0.0 0.0
H 2.24813 6.19064 6.06143 0.0 0.0 0.0
C 0.35742 2.54285 1.12142 -0.1 0.1 0.1
H 2.92434 0.64308 -2.37167 0.0 0.0 0.0
C -3.13050 -2.19021 -1.90244 -0.2 0.1 0.0
O -3.88874 -4.33515 -1.12319 -0.2 0.2 0.1
O 0.00086 5.79818 2.75104 -0.1 0.0 0.0
O -2.19419 -3.49528 0.67223 -0.1 0.0 0.1
H 0.79332 1.84834 1.81587 -0.1 -0.1 0.1
H 0.59485 0.66520 4.59731 0.0 0.0 0.0
C 0.16963 1.65894 4.45015 0.0 0.0 0.0
O -0.75003 -1.80081 0.90317 0.1 0.0 0.0
H -0.57321 2.29397 -1.99626 0.0 0.0 0.0
H -2.17677 0.70178 -2.76778 0.0 0.0 0.0
Cr -0.02784 -0.09446 0.12068 -0.1 -0.4 -0.1
H 1.83778 2.33719 3.19951 -0.1 0.0 0.0
H 2.57411 0.51625 0.72189 0.0 0.0 0.0
H -3.30109 -4.03742 -0.36733 0.1 -0.1 0.0
H 0.04189 5.59514 5.03192 0.0 0.0 0.0
H 1.98545 2.70855 4.87195 0.0 0.0 0.0
C 0.85612 4.87679 5.06650 -0.1 -0.1 0.0
H 3.02341 4.88645 5.16003 0.0 0.0 0.0
H 2.21941 -3.58310 -1.82328 0.0 0.0 0.0
C -1.69610 -2.42544 0.33026 0.0 0.0 -0.2
C -0.40365 2.77236 -1.03962 0.1 0.1 0.0
C -3.95721 -3.42452 -2.07312 0.5 -0.3 -0.2
N -2.34519 -0.20120 -2.36379 0.0 0.0 0.1
Si 2.61855 -1.33294 -0.86138 0.0 0.0 0.0
H 5.04767 -0.81105 -0.71301 0.0 0.0 0.0
C -0.42045 4.65739 0.40501 0.0 0.1 -0.1
C 2.34301 -0.28256 -2.41004 0.0 0.1 0.0
H 0.70124 4.23321 5.93434 0.0 0.0 0.0
H 2.31498 6.26133 4.29638 0.0 0.0 0.0
H -3.72971 -1.06620 -3.72874 0.0 0.0 0.0
C -3.16770 -1.15931 -2.81469 0.0 0.0 0.0
C 0.09375 3.86986 1.43230 0.1 0.0 0.0
H -1.04666 4.71872 -1.65441 0.0 0.0 0.0
H -0.30897 1.96851 5.38031 0.0 0.0 0.0
C 1.68457 -2.94365 -1.11618 0.0 0.0 0.0
O -4.59013 -3.57787 -3.08844 -0.2 0.1 0.1
C 1.25563 2.65234 4.06373 0.1 0.1 0.0
C -2.22595 -1.75412 -0.91655 0.0 0.0 0.1
H 4.78873 -2.29021 -1.64913 0.0 0.0 0.0
C -0.66082 4.11481 -0.84543 0.0 0.0 0.0
H -0.61653 5.69873 0.61941 0.0 0.0 0.0
H 2.62450 -0.82144 -3.31851 0.0 0.0 0.0
H 1.56191 -3.49335 -0.18051 0.0 0.0 0.0
N 0.09085 2.00052 -0.07266 -0.1 0.0 -0.1
C 2.19260 5.59488 5.14958 0.0 0.0 0.0
H 0.68270 -2.77666 -1.52413 0.0 0.0 0.0
C 0.29248 4.60899 2.75613 0.2 0.0 -0.1
H 2.10000 -1.00234 1.51693 0.0 0.0 0.0
H -0.61151 1.58139 3.69410 0.0 0.0 -0.1
N -1.76696 -0.53951 -1.20107 0.1 0.0 0.0

***

59
Properties=species:S:1:pos:R:3:forces:R:3 method="wB97M-V/def2-TZVPD" smiles="O=C(COc1cccc(Cl)c1)Nc1cc(S(=O)(=O)N2CCOCC2)ccc1N1CCOCC1" homo_lumo_gap_ha=0.33430 e_lumo_ev=0.50
S -4.55084 0.26749 0.69688 -0.2 -0.1 -0.2
C 1.83460 1.48258 -1.09079 0.4 0.0 -0.1
H 6.07176 -1.52663 -1.58384 0.0 0.0 -0.1
H 3.53828 1.89380 0.17392 0.0 0.0 -0.1
O -0.14763 -1.81223 1.79935 -0.1 -0.2 0.1
C 1.09412 3.73428 -0.85950 0.4 0.1 0.1
H -1.99691 -0.40825 1.74232 0.1 -0.1 0.1
H 1.60063 1.49857 -2.16714 0.0 0.0 0.1
O 3.43279 3.29018 -1.33448 0.1 0.1 -0.1
N 0.93858 2.37666 -0.36548 0.1 0.1 0.2
N -4.72973 -1.05670 -0.28342 0.0 0.8 0.7
C 0.65432 -0.92075 1.96359 0.5 0.1 0.0
C -1.48844 2.49038 -0.73508 0.1 -0.1 0.0
O -2.99456 -2.28532 -2.14700 -0.1 -0.2 -0.1
C 5.84650 -0.39716 0.23059 -0.1 0.0 0.1
H -1.36871 3.31512 -1.41897 0.0 0.1 -0.1
C -1.83420 0.38009 1.02685 0.1 0.0 0.1
H 2.37226 -2.05300 0.47407 -0.1 -0.1 0.0
H 1.33283 0.96207 1.57224 0.0 -0.1 0.0
C 5.02560 -0.09432 1.29735 -0.2 0.0 0.2
H -2.84907 -0.22723 -2.14018 -0.1 -0.1 -0.1
O -4.59124 -0.20434 2.04782 0.3 -0.2 0.0
H 0.43878 4.39860 -0.29473 0.0 0.0 -0.1
H 2.17101 -2.18263 2.82259 -0.1 0.1 -0.1
N 0.55028 0.32948 1.45078 0.2 0.4 0.0
H 0.86084 3.81077 -1.93277 -0.1 0.0 0.0
C 2.55300 4.14978 -0.64986 -0.3 0.2 0.0
C -2.75196 -2.44294 -0.76263 -0.1 0.0 0.2
H -5.27987 0.17118 -1.83196 -0.1 -0.1 -0.2
C 3.76681 -0.68592 1.39942 0.3 0.0 -0.2
H 6.82161 0.05860 0.16067 0.1 0.1 0.0
C -2.75982 2.00700 -0.47924 -0.1 0.0 0.0
H -3.69920 -0.99600 -3.51456 0.0 0.1 0.1
H -3.83572 -2.26357 1.11841 0.0 -0.2 0.0
H -5.61210 -1.56237 -2.08255 0.0 0.1 0.0
C -3.55283 -1.02294 -2.43327 -0.2 0.2 0.0
H -2.00096 -1.71242 -0.43109 0.0 -0.1 0.0
H 1.73053 0.45952 -0.73110 0.0 0.0 0.0
C -4.04200 -2.28352 0.04953 0.5 -0.4 0.1
C 3.33959 -1.57858 0.42415 -0.1 0.0 0.2
H 2.78194 4.14021 0.42676 0.0 0.0 -0.1
H 3.96479 1.35399 -1.47241 0.0 0.0 0.1
H -4.71697 -3.11791 -0.17326 0.0 0.1 0.1
C 5.43350 -1.28505 -0.74993 -0.1 -0.1 -0.1
Cl 3.63471 -2.96114 -1.85743 -0.1 -0.1 -0.1
C -0.36570 1.91112 -0.14464 -0.2 -0.2 0.1
C 3.27213 1.96447 -0.89176 -0.2 -0.4 0.0
C -0.55610 0.85226 0.76799 -0.4 -0.1 -0.2
C -4.88582 -0.83578 -1.70096 0.2 0.2 -0.6
C 4.18168 -1.86451 -0.64047 0.2 0.2 0.1
H -2.34698 -3.44808 -0.64030 0.0 0.1 0.1
C -2.91851 0.94528 0.38691 -0.5 -0.1 0.1
O -5.51460 1.23448 0.25905 0.2 0.1 -0.2
H 1.64874 -0.82830 3.84721 0.0 -0.1 -0.1
H -3.63153 2.44438 -0.93844 -0.1 0.1 -0.1
H 5.33822 0.59121 2.06844 0.0 0.1 0.1
H 2.72782 5.14987 -1.04879 0.0 0.0 0.1
O 3.00954 -0.31023 2.47322 0.1 0.2 0.0
C 1.90842 -1.11888 2.82337 -0.2 -0.3 0.2

***

75
Properties=species:S:1:pos:R:3:forces:R:3 method="wB97M-V/def2-TZVPD" smiles="Cc1ccc(-c2nnn(CC(=O)N(CCN3CCOCC3)[C@@H](C(=O)NC(C)(C)C)c3ccc(C)o3)n2)cc1" homo_lumo_gap_ha=0.32922 e_lumo_ev=0.55
H 0.42651 -1.23088 -4.00670 -0.1 0.0 0.0
C 4.78360 -1.53249 -2.03718 0.3 -0.5 -0.1
C 4.23729 -2.78580 -2.30013 0.1 0.2 0.1
H -3.17030 -3.30696 3.00348 0.0 -0.1 0.1
C 0.94094 1.30931 -1.54695 -0.3 0.2 0.3
H -2.85181 2.68433 5.74744 -0.1 -0.1 0.0
C 6.44799 -3.74172 -2.40935 0.0 0.0 0.0
N -0.88623 1.29934 0.07808 -0.2 0.0 0.4
C -1.66804 -1.03371 -3.51149 0.3 -0.2 -0.1
H -1.80032 -0.18217 -4.18295 0.0 0.0 0.0
H -2.57542 -1.66110 -3.54723 0.0 0.1 0.0
H 6.79037 -5.79931 -2.90584 0.0 -0.1 0.0
H 6.57962 -0.41228 -1.75940 0.1 0.1 0.0
O 1.20905 0.88430 0.80223 0.3 0.0 0.1
C -1.09032 4.98329 3.84904 -0.1 -0.1 0.0
N 2.28892 0.85447 -1.64758 0.6 -0.3 -0.2
C -3.64256 -3.01904 2.06497 0.3 0.2 0.0
H -0.65581 -2.28285 -4.96753 0.0 0.1 0.0
O -1.88383 3.60100 1.22321 0.0 0.3 -0.3
H -4.26401 3.59786 3.86211 -0.1 -0.1 0.0
H 0.92460 2.36820 -1.81607 0.0 -0.1 0.0
H 0.13607 -3.39790 -1.19367 0.0 0.1 0.0
C -2.13327 3.89262 4.10022 -0.1 0.3 0.0
H -4.35783 1.60663 1.51740 0.0 0.3 0.0
C 7.35242 -4.92129 -2.59774 0.0 0.0 0.0
N 3.33813 1.62556 -1.53234 -0.5 1.0 0.2
C 3.92976 -0.38143 -1.84409 -0.9 0.6 0.1
H -0.92664 -1.30763 -0.28292 0.0 -0.1 0.0
C -2.43358 0.35846 -1.65822 0.2 0.2 0.1
H -3.53011 4.65331 2.64659 -0.1 0.1 -0.1
H -0.09896 4.62788 4.12014 0.1 0.0 0.1
H -3.10133 -0.16360 -0.96054 0.0 0.0 0.0
H -2.64423 2.17958 -0.52918 0.1 0.1 -0.1
N -1.40820 -0.54358 -2.16668 -0.2 -0.1 -0.1
C 6.98493 -2.48423 -2.14702 0.0 -0.1 0.0
H 8.05808 -2.36934 -2.08790 0.1 0.0 0.0
O -0.24892 -2.96010 -3.11992 -0.1 -0.2 -0.1
C -3.90221 0.64319 1.62248 0.7 -0.1 0.0
H -3.11112 -3.52155 1.25802 0.0 -0.1 -0.1
H 4.63471 -4.84418 -2.68823 0.0 -0.1 0.0
C -3.58218 -1.54566 1.88378 -0.9 0.0 0.0
H 8.10838 -4.70611 -3.35149 0.1 -0.1 0.0
H -0.53531 0.83356 2.03489 -0.2 0.1 -0.1
H -1.32153 5.86556 4.43910 0.0 0.1 0.1
C 0.44471 1.14426 -0.10352 0.1 0.0 -0.3
H -3.04665 0.71929 -2.48827 0.0 0.0 0.0
C -2.12146 3.47110 5.56808 0.0 0.0 -0.3
H -5.61720 -0.76333 1.84783 -0.2 -0.1 0.0
C -3.52677 4.38107 3.69790 0.2 -0.1 0.0
H -2.07172 -2.31200 -1.21346 0.0 0.1 0.1
C -1.70471 2.66282 1.96955 0.2 -0.6 0.1
C -2.56641 0.36848 1.61416 -0.6 0.7 0.0
H -4.67766 -3.34610 2.07253 0.0 0.0 0.0
H 3.16540 -2.89566 -2.36117 -0.1 0.0 0.0
H -1.61097 1.86060 3.82422 0.0 0.0 -0.1
H -3.80256 5.25126 4.28654 -0.1 0.1 0.1
C -4.56050 -0.59979 1.79621 0.3 -0.5 0.0
H -1.35248 2.23262 -1.72065 -0.1 0.1 0.0
N -1.79312 2.70612 3.30779 0.1 0.0 0.4
H -1.13590 3.11012 5.85462 0.1 0.0 0.1
H -1.08701 5.25310 2.79724 0.0 0.1 -0.1
C -1.83255 1.60129 -0.97312 -0.5 -0.3 -0.4
C -0.00166 -2.50500 -1.80560 -0.1 0.1 0.4
H 7.86940 -5.15103 -1.66609 0.1 -0.1 0.0
C -1.37029 1.24581 1.45310 0.1 -0.2 -0.1
O -2.36943 -0.96164 1.77977 0.3 -0.2 0.0
C 5.06691 -3.87487 -2.48337 0.1 0.0 0.0
C 6.16782 -1.38868 -1.96272 -0.2 0.0 0.0
H -2.37088 4.31919 6.19946 0.0 0.1 0.1
C -1.17108 -1.67445 -1.27924 0.3 -0.3 -0.1
H 0.31197 0.70525 -2.20834 0.2 0.2 0.1
C -0.47067 -1.86788 -3.97507 -0.3 0.3 -0.2
H 0.91412 -1.89821 -1.78357 -0.2 -0.2 0.0
N 2.59860 -0.40640 -1.84692 0.4 -0.5 0.0
N 4.37546 0.87911 -1.65274 0.7 -0.3 0.0